# 1
This record from OMol25 describes 2 unconnected molecules or ions with the total composition C5H10F2 at a distorted geometry. The level of theory is the ωB97M-V functional and the def2-TZVPD basis.

Element x y z (Å)
1 C -0.544 -1.406 1.504
2 C 1.492 0.998 -1.458
3 C -1.685 0.304 -0.067
4 C -0.730 -0.809 0.091
5 C 1.380 0.398 -0.142
6 F -1.461 1.077 -1.132
7 F 1.285 1.329 0.917
8 H 0.121 -2.326 1.460
9 H -0.105 -0.546 2.057
10 H -1.460 -1.474 2.141
11 H 2.211 1.783 -1.577
12 H 0.636 1.582 -1.614
13 H 1.458 0.227 -2.216
14 H -2.747 -0.101 -0.298
15 H -1.449 0.855 0.853
16 H -0.530 -1.457 -0.795
17 H 2.127 -0.434 0.277

E_HOMO (spin up / spin down) = -7.90 / -7.94 eV
E_tot = -396.08879 hartree
Energy above the lowest of the compared OMol25 structures with the same formula, charge and spin = 106.3 kcal per mole



# 2
This record from OMol25 describes C5H10F2O5P2 in the gas phase at a distorted geometry. The level of theory is the ωB97M-V functional and the def2-TZVPD basis.

Element x y z (Å)
1 C -1.655 -1.618 -0.714
2 C -1.796 1.829 1.432
3 C -0.328 -2.287 -1.100
4 C -0.310 1.731 1.009
5 C 2.453 0.691 -0.580
6 O 1.565 -0.650 2.043
7 O 0.509 0.328 -2.501
8 O 0.758 -1.387 -0.671
9 O -0.371 1.008 -0.296
10 O 3.145 -0.304 0.048
11 F 2.452 1.788 0.218
12 F 3.227 0.969 -1.657
13 P 2.320 -1.449 1.103
14 P 0.693 0.187 -1.082
15 H -1.823 -0.811 -1.426
16 H -2.424 -2.531 -0.901
17 H -1.606 -1.462 0.398
18 H -2.222 2.667 0.866
19 H -2.348 0.872 1.246
20 H -1.930 2.008 2.427
21 H -0.364 -2.334 -2.179
22 H -0.143 -3.165 -0.449
23 H 0.081 1.168 1.827
24 H 0.116 2.753 0.938

SMILES = CCOP(=O)(OCC)C(F)(F)OP=O
E_HOMO = -10.86 eV
E_tot = -1455.22922 hartree



# 3
This record from OMol25 describes a gas-phase ion, C5H10FN2 (charge +1) at a distorted geometry. The level of theory is the ωB97M-V functional and the def2-TZVPD basis.

Element x y z (Å)
1 C -1.756 0.071 0.384
2 C -0.961 -0.956 -0.478
3 C 0.417 0.838 0.390
4 C 0.441 1.976 -0.639
5 C 1.032 -1.520 0.721
6 N -1.081 0.953 0.972
7 N 0.417 -0.580 -0.217
8 F -2.999 -0.029 0.354
9 H -1.062 -2.004 -0.217
10 H -1.203 -0.808 -1.514
11 H 1.140 0.975 1.101
12 H 1.333 2.666 -0.529
13 H -0.482 2.608 -0.566
14 H 0.396 1.535 -1.737
15 H 0.209 -1.888 1.446
16 H 1.455 -2.430 0.183
17 H 1.799 -0.985 1.428
18 H 0.906 -0.422 -1.082

SMILES = C[C@H]1N=C(F)C[N@@H+]1C
E_HOMO = -15.39 eV
Total charge = +1
E_tot = -405.57897 hartree
Energy above the lowest of the compared OMol25 structures with the same formula, charge and spin = 51.5 kcal per mole



# 4
This record from OMol25 describes C5H10FNO in the gas phase at a distorted geometry. The level of theory is the ωB97M-V functional and the def2-TZVPD basis.

Element x y z (Å)
1 C -2.132 -0.700 0.084
2 C -0.870 -0.569 -0.592
3 C 0.631 0.600 0.534
4 C 2.240 0.573 0.440
5 C -0.566 0.996 -0.523
6 H -2.875 0.120 -0.528
7 H -1.794 -0.558 1.217
8 H -2.781 -1.772 -0.073
9 H -1.054 -1.030 -1.586
10 H -0.269 -1.410 1.035
11 H 0.298 0.841 1.600
12 H 2.504 1.697 0.393
13 H 2.723 -0.122 1.111
14 H 2.634 -0.929 -0.761
15 H -0.059 1.378 -1.427
16 N 0.312 -0.958 0.086
17 O 2.680 0.073 -0.849
18 F -1.620 1.770 -0.160

SMILES = C[C@@H]1N[C@@H](CO)[C@@H]1F
E_HOMO = -9.70 eV
E_tot = -426.19930 hartree
Energy above the lowest of the compared OMol25 structures with the same formula, charge and spin = 101.1 kcal per mole



# 5
This record from OMol25 describes C5H10FNO in the gas phase at a distorted geometry. The level of theory is the ωB97M-V functional and the def2-TZVPD basis.

Element x y z (Å)
1 C 1.974 -0.659 -0.476
2 C 0.978 -0.345 0.757
3 C -0.413 -0.668 0.383
4 C -1.794 -0.272 0.882
5 C -1.180 0.258 -0.538
6 H 3.177 -0.288 -0.538
7 H 1.453 -0.008 -1.214
8 H 1.870 -1.780 -0.682
9 H 1.292 -0.908 1.524
10 H 0.496 1.551 0.410
11 H -2.566 -1.138 0.499
12 H -2.008 0.104 1.999
13 H -1.642 -0.301 -1.333
14 H -1.145 2.333 -0.415
15 H -0.356 1.530 -1.621
16 N -0.615 1.484 -0.610
17 O 1.017 1.092 1.091
18 F -0.538 -1.985 -0.118

SMILES = C[C@@H](O)[C@@]1(F)C[C@H]1N
E_HOMO = -9.18 eV
E_tot = -426.23085 hartree
Energy above the lowest of the compared OMol25 structures with the same formula, charge and spin = 81.3 kcal per mole



# 6
This record from OMol25 describes C5H10FNS in the gas phase at a distorted geometry. The level of theory is the ωB97M-V functional and the def2-TZVPD basis.

Element x y z (Å)
1 C 2.038 0.225 -1.100
2 C 0.695 -0.505 -0.675
3 C 0.004 -0.433 1.339
4 C -0.196 0.418 0.231
5 C -1.567 0.834 -0.184
6 H 2.564 0.274 -0.085
7 H 1.566 1.363 -1.169
8 H 2.713 -0.355 -1.810
9 H 0.264 -1.037 -1.588
10 H -0.073 -2.023 0.231
11 H 0.738 -0.260 2.174
12 H -0.849 -0.898 1.652
13 H -1.267 1.451 -1.000
14 H -1.667 1.554 0.758
15 H -2.967 -0.731 0.733
16 N 0.627 -1.472 0.381
17 F 0.352 1.721 0.565
18 S -2.976 -0.126 -0.453

SMILES = C[C@H]1NC[C@]1(F)CS
E_HOMO = -8.94 eV
E_tot = -749.18232 hartree
Energy above the lowest of the compared OMol25 structures with the same formula, charge and spin = 80.5 kcal per mole



What did the first record say?
This record from OMol25 describes 2 unconnected molecules or ions with the total composition C5H10F2 at a distorted geometry. The level of theory is the ωB97M-V functional and the def2-TZVPD basis.

Element x y z (Å)
1 C -0.544 -1.406 1.504
2 C 1.492 0.998 -1.458
3 C -1.685 0.304 -0.067
4 C -0.730 -0.809 0.091
5 C 1.380 0.398 -0.142
6 F -1.461 1.077 -1.132
7 F 1.285 1.329 0.917
8 H 0.121 -2.326 1.460
9 H -0.105 -0.546 2.057
10 H -1.460 -1.474 2.141
11 H 2.211 1.783 -1.577
12 H 0.636 1.582 -1.614
13 H 1.458 0.227 -2.216
14 H -2.747 -0.101 -0.298
15 H -1.449 0.855 0.853
16 H -0.530 -1.457 -0.795
17 H 2.127 -0.434 0.277

E_HOMO (spin up / spin down) = -7.90 / -7.94 eV
E_tot = -396.08879 hartree
Energy above the lowest of the compared OMol25 structures with the same formula, charge and spin = 106.3 kcal per mole